The following is a DFT calculation (ωB97M-V/def2-TZVPD) of 2 unconnected molecules or ions with the total composition HN2O2.

Each line ends with the natural charge from an NBO analysis.
Atoms and positions in Å:
N (-2.810, 0.924, -0.504)  -0.11
N (-2.384, 0.012, -0.024)  0.47
O (-2.400, -1.015, 0.575)  -0.39
O (0.299, 0.759, 0.216)  -1.35
H (0.477, 1.476, -0.485)  0.38

Summary:
Energy relative to the best compared isomer or geometry (same formula, charge and spin) (kcal per mole): 13.4
HOMO-LUMO gap (eV): 6.740
Highest occupied orbital energy (Ha): -0.0841
Net charge: -1

The following is a DFT calculation (ωB97M-V/def2-TZVPD) of 3 unconnected molecules or ions with the total composition C2H12NO2.

Each line ends with the Mulliken spin population.
Atoms and positions in Å:
C (0.236, -0.850, 0.361)  0.27
C (-0.507, -1.025, -0.960)  0.59
N (-1.556, 0.040, -1.093)  2.02
H (1.114, -1.480, 0.443)  -0.04
H (0.538, 0.193, 0.427)  -0.10
H (-0.383, -1.042, 1.229)  -0.11
H (0.150, -0.899, -1.810)  -0.05
H (-1.028, -1.976, -0.992)  -0.33
H (-2.140, 0.291, -0.262)  -0.52
H (-2.299, -0.272, -1.773)  -0.69
H (-1.191, 0.879, -1.583)  -0.11
H (0.478, 3.050, -1.904)  -0.05
H (1.277, 1.976, -1.119)  -0.01
O (0.393, 2.224, -1.409)  0.12
H (1.434, -1.041, 3.859)  0.00
H (2.088, 0.281, 3.404)  0.00
O (1.396, -0.349, 3.182)  0.01

Summary:
Energy relative to the best compared isomer or geometry (same formula, charge and spin) (kcal per mole): 0.5
HOMO-LUMO gap (alpha / beta) (eV): 3.535 / 12.333
Highest occupied orbital energy (alpha / beta) (Ha): -0.1105 / -0.4386
Expectation value of S²: 0.750
2S+1: 2

The following is a DFT calculation (ωB97M-V/def2-TZVPD) of a molecular structure, C22H50O2P2ReS.

Each line ends with the Mulliken spin population.
Atoms and positions in Å:
Re (-0.060, 0.222, -0.151)  1.03
C (-0.491, -0.868, -1.722)  0.02
O (-0.819, -1.605, -2.579)  0.09
C (0.829, 1.347, 1.238)  0.02
O (1.294, 1.984, 2.110)  0.08
P (2.043, -1.160, 0.018)  0.43
C (3.344, -0.480, -1.156)  0.07
H (4.270, -1.008, -0.870)  0.03
C (3.019, -1.161, 1.648)  0.05
H (2.890, -0.111, 1.964)  0.00
C (2.040, -2.943, -0.604)  0.03
H (1.516, -2.814, -1.568)  0.01
C (-3.627, 0.735, -0.825)  0.08
P (-2.001, 1.451, -0.207)  0.14
H (-2.240, 3.474, -1.586)  0.00
H (-3.316, 0.176, -1.725)  0.00
C (-2.592, 2.888, 0.905)  0.11
H (-3.420, 3.340, 0.333)  -0.01
C (2.425, -2.059, 2.733)  0.02
H (2.868, -1.775, 3.701)  0.00
H (2.666, -3.119, 2.575)  0.00
H (1.339, -1.948, 2.826)  0.01
C (4.530, -1.437, 1.548)  0.04
H (4.740, -2.478, 1.264)  0.00
H (4.974, -1.287, 2.546)  0.00
H (5.064, -0.758, 0.870)  0.00
C (3.424, -3.542, -0.880)  0.03
H (4.089, -2.912, -1.478)  0.00
H (3.278, -4.468, -1.459)  0.00
H (3.941, -3.825, 0.046)  0.00
C (1.225, -3.930, 0.233)  0.01
H (1.313, -4.928, -0.223)  0.00
H (0.158, -3.682, 0.258)  0.00
H (1.582, -4.006, 1.266)  0.00
C (3.051, -0.843, -2.638)  0.01
H (3.474, -1.827, -2.916)  0.00
H (3.530, -0.072, -3.264)  0.01
H (1.972, -0.885, -2.855)  0.01
C (3.583, 1.009, -0.875)  0.03
H (2.716, 1.645, -1.105)  -0.01
H (4.418, 1.365, -1.496)  0.01
H (3.841, 1.200, 0.177)  0.00
C (-4.655, 1.797, -1.237)  0.02
H (-4.232, 2.602, -1.846)  0.00
H (-5.164, 2.238, -0.367)  0.00
H (-5.435, 1.309, -1.842)  0.01
C (-4.243, -0.265, 0.146)  0.00
H (-4.418, 0.157, 1.141)  0.00
C (-0.130, 2.915, -1.486)  0.06
H (-3.617, -1.152, 0.268)  0.00
H (-5.210, -0.608, -0.247)  0.01
C (-1.867, 1.937, -3.049)  0.01
H (0.393, 1.949, -1.156)  0.01
H (0.338, 3.217, -2.433)  0.00
H (0.062, 3.667, -0.702)  0.00
C (-1.606, 2.587, -1.681)  0.08
H (-1.271, 2.503, -3.771)  0.00
H (-2.912, 2.000, -3.368)  0.00
H (-1.543, 0.886, -3.074)  -0.01
C (-1.547, 3.978, 1.147)  0.02
H (-0.628, 3.573, 1.593)  0.00
H (-1.969, 4.712, 1.846)  0.01
H (-1.301, 4.533, 0.238)  0.00
C (-3.134, 2.395, 2.240)  0.01
H (-2.347, 1.896, 2.822)  0.00
H (-3.993, 1.721, 2.139)  0.00
H (-3.468, 3.266, 2.824)  0.01
H (0.927, 0.883, -2.522)  0.01
H (1.647, 1.126, -2.348)  0.00
C (-1.489, -0.584, 2.988)  0.02
S (-0.759, -1.250, 1.440)  0.28
C (-1.959, -2.654, 1.132)  0.04
H (-0.801, 0.179, 3.379)  0.00
H (-1.554, -1.443, 3.672)  0.00
H (-2.485, -0.146, 2.819)  0.02
H (-1.478, -3.560, 1.546)  0.00
H (-2.936, -2.484, 1.621)  0.01
H (-2.093, -2.783, 0.047)  0.00

Summary:
Energy relative to the best compared isomer or geometry (same formula, charge and spin) (kcal per mole): 19.8
HOMO-LUMO gap (alpha / beta) (eV): 7.586 / 4.543
Highest occupied orbital energy (alpha / beta) (Ha): -0.8212 / -0.8168
Net charge: +4
Expectation value of S²: 3.778
2S+1: 4

The following is a DFT calculation (ωB97M-V/def2-TZVPD) of a molecular structure, C32H52BIrN8O4SeSi.

Each line ends with the Mulliken spin population.
Atoms and positions in Å:
Ir (0.030, -1.291, 0.294)  2.72
C (4.773, 0.897, 1.777)  0.00
C (3.787, 0.265, 0.776)  0.03
C (4.080, -0.356, -0.402)  0.02
C (2.871, -0.536, -1.089)  0.07
N (1.911, 0.003, -0.356)  0.04
N (2.447, 0.472, 0.823)  -0.02
B (1.660, 1.555, 1.655)  0.05
N (0.809, 2.524, 0.771)  0.01
N (-0.524, 2.378, 0.820)  0.01
C (-1.031, 3.320, 0.066)  0.00
C (0.004, 4.093, -0.554)  0.00
C (1.166, 3.522, -0.079)  0.00
C (2.623, 3.775, -0.542)  0.00
C (-2.495, 3.709, -0.041)  0.00
C (-2.743, 4.886, 0.851)  0.00
C (-2.713, 4.210, -1.509)  0.00
C (-3.478, 2.495, 0.327)  0.00
N (0.639, 0.918, 2.593)  -0.07
N (-0.033, -0.205, 2.310)  0.20
C (-0.935, -0.350, 3.280)  -0.01
C (-0.951, 0.806, 4.078)  0.00
C (-0.011, 1.664, 3.531)  0.04
C (0.271, 3.115, 3.898)  0.00
C (-1.748, -1.594, 3.659)  0.00
C (-0.694, -2.557, 4.241)  -0.01
C (-2.552, -2.166, 2.555)  0.02
C (-2.721, -1.098, 4.771)  0.00
C (2.864, -1.002, -2.513)  -0.04
C (3.895, -0.136, -3.283)  0.00
C (1.467, -0.833, -3.122)  0.02
C (3.228, -2.449, -2.535)  -0.02
H (5.692, 0.352, 1.713)  0.00
H (4.849, 1.938, 1.468)  0.00
H (4.419, 0.914, 2.785)  0.00
H (5.053, -0.705, -0.757)  0.00
H (2.506, 2.153, 2.233)  0.00
H (0.030, 4.768, -1.407)  0.00
H (2.654, 4.102, -1.608)  0.00
H (3.169, 4.562, 0.050)  0.00
H (3.143, 2.789, -0.457)  0.00
H (-1.892, 5.536, 0.975)  0.00
H (-3.527, 5.506, 0.390)  0.00
H (-2.955, 4.700, 1.941)  0.00
H (-2.257, 5.131, -1.646)  0.00
H (-2.456, 3.498, -2.259)  0.00
H (-3.797, 4.429, -1.661)  0.00
H (-3.345, 2.215, 1.400)  0.00
H (-4.493, 2.898, 0.262)  0.00
H (-3.418, 1.731, -0.421)  0.00
H (-1.615, 0.985, 4.920)  0.00
H (-0.446, 3.514, 4.610)  0.00
H (1.239, 3.245, 4.392)  0.00
H (0.209, 3.814, 3.061)  0.00
H (0.008, -3.084, 3.467)  0.01
H (-0.045, -1.999, 4.953)  0.00
H (-1.156, -3.400, 4.744)  0.00
H (-2.010, -2.449, 1.737)  -0.01
H (-3.046, -3.073, 2.925)  0.00
H (-3.274, -1.435, 2.255)  0.01
H (-2.139, -0.745, 5.652)  0.00
H (-3.315, -0.411, 4.348)  0.00
H (-3.296, -1.976, 4.991)  0.00
H (3.612, 0.942, -3.306)  0.00
H (4.951, -0.258, -2.883)  0.00
H (3.848, -0.578, -4.294)  0.00
H (1.073, 0.177, -3.179)  0.01
H (1.563, -1.197, -4.097)  0.00
H (0.756, -1.461, -2.605)  0.00
H (4.309, -2.492, -2.381)  0.00
H (2.701, -3.107, -1.768)  0.02
H (2.900, -2.879, -3.506)  0.00
O (-3.936, -0.165, -4.176)  0.00
C (-3.038, 0.838, -4.075)  0.00
O (-3.025, 1.812, -4.798)  0.00
C (-2.039, 0.790, -2.982)  0.01
C (-1.024, 1.690, -2.779)  0.01
N (-0.344, 1.268, -1.721)  0.04
N (-0.833, 0.162, -1.290)  0.07
C (-1.829, -0.222, -2.016)  0.03
C (-2.338, -1.573, -1.682)  -0.01
O (-3.226, -2.022, -2.364)  0.02
O (-1.849, -2.194, -0.709)  0.12
H (-3.616, -0.927, -3.565)  0.00
H (-0.853, 2.585, -3.288)  0.00
H (0.495, 1.585, -1.283)  0.01
C (1.292, -6.255, -1.057)  0.02
Si (0.216, -4.728, -0.937)  0.01
C (0.136, -4.104, -2.702)  0.00
C (-1.407, -5.404, -0.354)  0.03
Se (1.112, -3.391, 0.697)  0.54
H (0.842, -7.156, -1.397)  0.00
H (1.787, -6.456, -0.086)  0.00
H (2.157, -6.009, -1.682)  0.00
H (-0.348, -4.933, -3.211)  0.00
H (1.148, -4.106, -2.994)  0.00
H (-0.363, -3.191, -2.969)  0.01
H (-1.999, -5.689, -1.229)  0.00
H (-2.033, -4.655, 0.216)  0.00
H (-1.184, -6.232, 0.347)  0.00

Summary:
Energy relative to the best compared isomer or geometry (same formula, charge and spin) (kcal per mole): 34.4
HOMO-LUMO gap (alpha / beta) (eV): 8.678 / 6.264
Highest occupied orbital energy (alpha / beta) (Ha): -0.3070 / -0.3244
Expectation value of S²: 6.014
2S+1: 5

The following is a DFT calculation (ωB97M-V/def2-TZVPD) of a molecular structure, C21H15F3N6O3.

Each line ends with the natural charge from an NBO analysis.
Atoms and positions in Å:
C (-5.094, 4.446, 3.727)  -0.61
C (-4.242, 4.107, 2.642)  0.21
N (-3.995, 4.919, 1.802)  -0.22
N (-3.036, 4.604, 0.706)  -0.41
C (-2.502, 3.391, 0.502)  0.55
N (-2.559, 2.448, 1.582)  -0.62
C (-3.342, 2.714, 2.630)  0.60
O (-3.847, 1.695, 3.487)  -0.67
H (-2.222, 1.433, 1.579)  0.45
N (-1.555, 3.189, -0.326)  -0.38
N (-0.878, 1.871, -0.245)  -0.51
C (-0.126, 1.643, -1.396)  0.17
C (0.575, 0.615, -1.865)  -0.28
C (0.509, -0.444, -0.665)  0.71
N (1.097, -1.692, -0.992)  -0.49
C (2.190, -1.861, -1.988)  0.73
O (2.646, -2.855, -2.189)  -0.49
C (2.286, -0.762, -2.974)  -0.20
C (2.908, -0.999, -3.950)  -0.14
C (3.328, 0.001, -4.897)  -0.21
C (2.524, 1.101, -4.887)  -0.14
C (1.887, 1.371, -3.646)  -0.19
C (1.527, 0.413, -2.674)  -0.04
H (1.376, 2.391, -3.607)  0.19
H (2.486, 1.770, -5.514)  0.18
H (3.826, -0.138, -5.791)  0.21
H (3.576, -1.892, -4.274)  0.25
C (0.930, -2.696, 0.190)  0.13
C (2.026, -2.703, 1.121)  -0.13
C (1.762, -3.652, 2.051)  -0.22
C (0.645, -4.730, 1.998)  -0.15
C (-0.214, -4.681, 0.757)  -0.14
C (-0.012, -3.565, -0.055)  -0.20
H (-0.637, -3.509, -1.081)  0.25
H (-0.892, -5.327, 0.653)  0.20
H (0.562, -5.472, 2.854)  0.26
C (2.522, -3.916, 3.165)  0.99
F (3.800, -4.643, 3.143)  -0.35
F (2.052, -4.192, 4.403)  -0.29
F (3.442, -2.777, 3.608)  -0.41
H (2.759, -1.814, 1.230)  0.29
O (-0.006, -0.405, 0.460)  -0.59
H (-0.589, 0.445, 0.292)  0.52
H (0.113, 2.650, -2.270)  0.16
H (-1.398, 3.761, -0.943)  0.38
H (-5.573, 5.506, 3.480)  0.23
H (-5.958, 3.786, 3.599)  0.24
H (-4.678, 4.452, 4.565)  0.21

Summary:
HOMO-LUMO gap (eV): 7.221
Highest occupied orbital energy (Ha): -0.2911